Computed, not measured: C3HMgO2 as an isolated structure, with ωB97M-V with the def2-TZVPD basis set.

Total charge ... +1
ΔE to the lowest compared entry with this formula, charge and spin ... 178.9 kJ/mol
Gap between HOMO and LUMO ... 0.2360 Eh
Largest force on an atom ... 2.771 eV/A
LUMO energy ... -7.46 eV

```
7
Properties=species:S:1:pos:R:3:forces:R:3
C 0.609073 1.300791 0.092500 0.9 0.1 0.4
H 1.021849 2.252173 -0.242068 -0.2 -0.2 0.2
C -0.189825 0.311244 -0.357154 -0.3 0.3 -0.4
O 1.073000 0.730575 1.300748 -1.1 0.8 -1.2
C 0.258516 -0.378291 0.898563 1.0 -2.5 0.7
Mg -1.072620 -0.223865 -2.134673 0.3 0.2 0.9
O 0.289924 -1.457886 1.390246 -0.6 1.4 -0.6
```
Forces are in eV/Å.

Computed, not measured: an isolated ion of composition C3HN2O2 and charge +1, with ωB97M-V with the def2-TZVPD basis set.

Total charge ... +1
Gap between HOMO and LUMO (spin up / spin down) ... 0.2748 / 0.2855 Eh
Largest force on an atom ... 3.565 eV/A
LUMO energy (spin up / spin down) ... -5.52 / -9.45 eV
Expectation value of S² ... 2.04
Multiplicity ... 3

```
8
Properties=species:S:1:pos:R:3:forces:R:3
C 4.116781 -1.065299 -1.578782 1.4 0.9 -1.0
C 2.370510 -2.365356 -0.363575 2.0 2.5 -1.6
C 0.673442 -0.540203 0.363896 -1.9 1.2 -0.5
N 3.306707 -1.687935 -1.003408 -2.4 -1.6 1.7
N -0.265326 0.110557 0.185641 0.6 -0.4 0.2
O 1.652672 -1.195579 0.549256 1.3 -0.2 0.9
O 1.945993 -3.415547 -0.225962 -0.8 -2.3 0.3
H -1.046501 0.737240 0.170945 -0.1 0.0 0.0
```
Forces are in eV/Å.

Computed, not measured: a 3-piece molecular cluster, C3HN2O3S overall, with ωB97M-V with the def2-TZVPD basis set.

Total charge ... -1
ΔE to the lowest compared entry with this formula, charge and spin ... 252.2 kJ/mol
Gap between HOMO and LUMO ... 0.2874 Eh
Largest force on an atom ... 2.098 eV/A
LUMO energy ... 3.50 eV

```
10
Properties=species:S:1:pos:R:3:forces:R:3
C -1.470257 -0.998469 -0.690132 0.0 1.3 -0.3
C -3.223877 -0.402489 2.841323 0.2 -0.2 0.7
C 2.872951 1.489004 -0.396925 1.8 1.0 0.4
N -0.650980 -0.425526 -1.312442 0.5 -1.2 0.1
N 2.352548 0.546440 -0.840751 0.1 -0.9 0.1
O -2.615177 -1.085666 3.510575 -0.3 0.3 -0.3
O 3.593637 2.324194 0.019416 0.1 0.9 0.5
O 0.463902 -0.407132 -1.977202 -1.1 0.0 -0.7
S -2.796857 -1.321211 0.186460 -0.3 -0.6 -0.1
H 1.474111 0.280856 -1.340322 -1.0 -0.7 -0.4
```
Forces are in eV/Å.

Computed, not measured: a 2-piece molecular cluster, C3HN2O4 overall, with ωB97M-V with the def2-TZVPD basis set.

Total charge ... -1
ΔE to the lowest compared entry with this formula, charge and spin ... 0.0 kJ/mol
Gap between HOMO and LUMO ... 0.3502 Eh
Largest force on an atom ... 4.759 eV/A
LUMO energy ... 3.62 eV

```
10
Properties=species:S:1:pos:R:3:forces:R:3
C -1.585124 1.565039 0.425603 0.2 0.9 0.7
C -0.430740 -0.985989 -2.792753 0.6 1.1 1.4
C 1.051708 -1.680682 -0.799583 -1.2 4.5 0.7
N -0.531376 1.056768 0.649889 1.1 -1.3 -1.0
N 0.018927 -0.800335 -1.716222 0.6 -0.7 1.8
O 1.251664 -0.982056 0.214940 0.1 -1.3 -0.4
O -2.563965 2.237336 0.419630 0.0 -0.6 -0.4
O -0.913201 -0.883115 -3.830902 -1.5 -0.6 -3.4
O 1.410364 -2.628544 -1.382182 1.3 -3.0 -0.4
H 0.161704 0.312207 0.210914 -1.1 0.9 1.1
```
Forces are in eV/Å.